Entry 1:
Here is the molecule C6H6N2OS in a non-equilibrium geometry from the Open Molecules 2025 dataset. Energies are from ωB97M-V with the def2-TZVPD basis set.

Geometry as XYZ:
```
16
Properties=species:S:1:pos:R:3:forces:R:3:mulliken_charge:R:1
C 3.087 -0.643 -0.460 -0.53 1.52 0.97 -0.5390
C 1.802 -1.151 -0.253 -0.60 1.43 1.15 -0.2188
C 3.052 0.625 0.089 1.52 0.15 -1.61 -0.3925
C 1.041 -0.193 0.405 1.98 -1.03 -1.84 0.3995
C -2.635 -0.762 -0.252 0.16 -1.84 1.21 -0.0389
C -3.097 1.507 0.269 0.17 -0.69 0.07 -0.1678
N -3.151 0.425 -0.420 0.57 2.00 0.24 -0.4106
N -0.249 -0.100 0.705 -2.01 -0.13 0.61 -0.4156
O 1.806 0.900 0.550 0.19 0.90 0.84 -0.3526
S -1.162 -1.365 0.320 -0.02 1.60 -0.17 0.1161
H 3.869 -1.144 -0.968 0.72 -0.09 -0.27 0.4286
H 1.357 -1.996 -0.618 -0.60 -2.25 -0.82 0.4339
H 3.771 1.476 -0.092 -1.16 -1.10 0.78 0.3198
H -3.282 -1.615 -0.388 -0.27 -0.15 -0.32 0.3327
H -3.269 2.433 -0.250 -0.39 0.25 -0.19 0.2627
H -2.941 1.605 1.364 0.27 -0.58 -0.68 0.2425
```
Positions in Å, forces in eV/Å.

Calculated values
- Lowest unoccupied orbital energy (alpha / beta): -1.09 / -0.72 eV
- Electronic energy: -815.0264 Ha
- Net charge: 0
- Kohn-Sham gap (alpha / beta): 0.2040 / 0.2276 Ha
- ΔE to the lowest compared entry with this formula, charge and spin: 81.0 kcal per mole
- Multiplicity: 1

=====

Entry 2:
Here is the molecule C8H14BrOP in a non-equilibrium geometry from the Open Molecules 2025 dataset. Energies are from ωB97M-V with the def2-TZVPD basis set.

Geometry as XYZ:
```
25
Properties=species:S:1:pos:R:3:forces:R:3:mulliken_charge:R:1
C 0.169 -0.334 -0.543 -3.31 0.68 -0.68 -1.1096
C -0.541 0.714 -0.162 0.11 -1.04 -1.27 0.4764
C -1.096 3.885 0.053 1.27 -4.65 -0.46 -1.1583
C 1.633 -2.113 -1.530 0.62 -0.46 4.29 -1.7764
C -0.076 -2.535 0.486 2.13 -3.10 0.02 -1.3194
C 1.942 -1.121 0.762 2.10 1.18 1.37 -2.1257
C -1.533 2.589 0.798 -3.85 1.20 0.19 -0.0762
C 0.952 -1.599 -0.193 -1.68 1.06 -2.31 2.4757
O -0.533 1.637 0.800 1.13 -0.84 0.49 -0.3803
P -1.653 0.257 -1.611 3.68 0.12 1.26 0.0685
Br -3.429 -0.583 -0.632 -0.74 -0.49 0.60 -0.2515
H -0.747 3.482 -0.910 -0.02 0.26 -0.01 0.3036
H -1.855 4.508 -0.168 -2.62 2.26 -0.29 0.4273
H -0.260 4.327 0.478 1.36 1.09 1.11 0.3267
H 2.627 -2.477 -1.233 -0.32 -0.35 -0.33 0.4131
H 1.017 -2.860 -1.899 -0.88 -1.33 -1.29 0.4608
H 1.768 -1.281 -2.107 0.21 1.82 -1.97 0.4009
H 0.022 -2.366 1.529 -0.02 0.33 1.20 0.4357
H 0.231 -3.751 0.449 -1.04 3.28 -0.51 0.2895
H -1.088 -2.285 0.265 -0.71 -0.46 -0.71 0.2418
H 2.847 -0.671 0.391 0.17 0.42 -1.07 0.4788
H 2.362 -1.900 1.309 0.54 -1.96 1.06 0.5483
H 1.653 -0.421 1.526 -0.94 0.32 0.19 0.4116
H -2.483 2.156 0.264 1.68 0.77 0.76 0.1509
H -1.930 2.742 1.879 1.13 -0.11 -1.64 0.2879
```
Positions in Å, forces in eV/Å.

Calculated values
- SMILES: CCOC1=P(Br)=C1C(C)(C)C
- Lowest unoccupied orbital energy: 0.66 eV
- Electronic energy: -3303.7030 Ha
- Net charge: 0
- Kohn-Sham gap: 0.3419 Ha
- ΔE to the lowest compared entry with this formula, charge and spin: 98.7 kcal per mole
- Multiplicity: 1

=====

Entry 3:
Here is a structure of composition C45H62CaN5SSeSi from the Open Molecules 2025 dataset. Energies are from ωB97M-V with the def2-TZVPD basis set.

Geometry as XYZ:
```
116
Properties=species:S:1:pos:R:3:forces:R:3:mulliken_charge:R:1
Ca 0.454 -0.987 0.664 0.43 0.04 0.16 1.2031
C 3.667 1.880 2.987 -0.02 -0.01 0.00 -1.5039
C 2.587 2.437 2.060 0.01 0.02 0.00 1.0131
C 2.181 3.851 2.484 0.00 -0.01 0.00 -1.5037
C 2.994 2.412 0.600 0.03 -0.01 0.02 1.5743
C 4.180 3.016 0.193 0.02 0.00 0.02 -0.6417
C 4.545 3.060 -1.141 0.01 0.01 -0.01 -1.4335
C 3.713 2.492 -2.097 -0.03 0.02 0.02 -0.3532
C 2.523 1.880 -1.729 0.01 0.01 0.01 0.2204
C 1.600 1.246 -2.754 0.02 0.01 0.00 2.4951
C 1.689 1.875 -4.141 -0.02 -0.01 0.00 -2.1395
C 1.850 -0.263 -2.839 0.04 0.02 0.02 -1.2959
C 2.152 1.835 -0.367 -0.04 -0.06 -0.05 -1.0525
N 0.957 1.199 0.006 -0.42 0.25 -0.03 1.0988
C -0.186 1.968 0.010 0.36 -0.18 -0.15 0.1007
C -1.430 1.433 0.282 -0.02 -0.01 -0.09 -1.7225
N -1.612 0.087 0.626 -0.26 -0.15 0.00 0.2080
C -2.839 -0.443 0.227 0.02 0.09 0.07 -0.8338
C -3.740 -0.971 1.183 0.03 -0.01 0.00 2.3154
C -5.001 -1.409 0.791 0.00 0.01 0.02 -0.5143
C -5.410 -1.337 -0.532 -0.02 -0.03 -0.01 -2.0329
C -4.511 -0.876 -1.484 0.04 -0.03 0.01 -0.2473
C -3.231 -0.466 -1.138 -0.04 0.01 -0.02 1.2935
C -2.253 -0.094 -2.238 0.00 0.03 -0.02 1.9164
C -2.670 1.165 -3.000 0.02 0.00 0.00 -1.4300
C -2.059 -1.265 -3.208 0.03 -0.01 0.03 -1.6703
C -3.379 -0.959 2.655 -0.04 -0.03 0.01 0.3904
C -4.244 0.035 3.431 0.01 0.01 0.00 -1.7768
C -3.462 -2.354 3.278 0.00 0.01 -0.01 -1.3420
C -2.438 2.488 0.176 -0.03 0.00 0.04 0.2803
C -3.803 2.575 0.309 0.01 -0.01 0.01 0.5918
C -4.444 3.826 0.075 0.00 0.01 0.00 -1.4151
C -3.764 4.957 -0.288 0.00 -0.01 0.01 -1.0183
C -2.346 4.894 -0.442 0.00 0.02 -0.03 1.0296
C -1.482 5.954 -0.842 0.00 -0.01 0.01 -1.0003
C -0.140 5.719 -0.973 0.00 0.00 0.01 -1.1170
C 0.448 4.445 -0.717 0.02 0.00 -0.02 0.5972
C -0.360 3.411 -0.321 0.02 -0.02 0.03 0.2720
C -1.747 3.676 -0.198 0.00 -0.01 0.01 -0.8666
H 3.325 1.921 4.025 0.00 0.00 0.01 0.4759
H 4.592 2.460 2.924 0.01 0.01 0.00 0.2544
H 3.887 0.841 2.741 0.02 0.01 -0.01 0.1056
H 1.708 1.794 2.143 0.00 0.01 0.01 -0.2490
H 3.025 4.541 2.383 0.01 0.00 0.00 0.3042
H 1.862 3.862 3.530 0.00 0.00 0.00 0.4076
H 1.362 4.230 1.872 0.00 0.00 0.01 0.3382
H 4.828 3.468 0.937 0.00 0.00 0.00 0.3963
H 5.473 3.535 -1.438 0.00 0.00 0.00 0.3307
H 4.000 2.534 -3.141 0.00 0.00 0.00 0.2282
H 0.583 1.397 -2.390 -0.05 -0.01 0.02 -1.0355
H 2.660 1.697 -4.609 0.00 0.00 0.00 0.4778
H 1.523 2.953 -4.096 0.00 0.00 0.00 0.4239
H 0.928 1.442 -4.796 0.00 0.00 0.01 0.4179
H 2.811 -0.463 -3.320 -0.01 0.00 0.00 0.4047
H 1.068 -0.763 -3.415 -0.04 -0.01 -0.02 0.2814
H 1.902 -0.710 -1.842 0.00 0.01 -0.02 0.0651
H -5.693 -1.775 1.543 0.00 0.00 0.00 0.2772
H -6.409 -1.644 -0.818 0.00 0.00 0.00 0.4336
H -4.807 -0.857 -2.528 -0.01 0.01 0.00 0.2867
H -1.291 0.111 -1.761 0.01 0.01 0.00 -1.4453
H -3.625 1.010 -3.512 0.00 0.00 -0.01 0.4165
H -1.921 1.418 -3.756 0.00 0.00 0.00 0.3710
H -2.778 2.015 -2.328 -0.01 0.00 -0.01 0.1591
H -2.992 -1.522 -3.716 0.00 0.00 0.01 0.3923
H -1.708 -2.160 -2.688 -0.01 0.01 -0.01 0.2133
H -1.325 -1.005 -3.974 0.02 0.00 -0.01 0.4623
H -2.350 -0.599 2.699 -0.01 0.04 -0.02 -0.1225
H -5.300 -0.247 3.387 0.00 0.00 0.00 0.2826
H -4.143 1.038 3.016 0.00 0.01 -0.01 0.3932
H -3.949 0.069 4.484 0.00 0.00 0.00 0.4617
H -4.487 -2.733 3.269 0.00 0.00 0.00 0.3625
H -3.128 -2.339 4.320 0.00 -0.01 0.00 0.3901
H -2.847 -3.071 2.728 -0.02 0.00 0.02 0.2382
H -4.409 1.712 0.558 -0.01 0.00 0.01 0.6417
H -5.522 3.874 0.183 0.00 0.00 0.00 0.4214
H -4.291 5.887 -0.466 0.00 0.00 0.00 0.3788
H -1.890 6.939 -1.045 0.00 0.00 0.00 0.3783
H 0.511 6.528 -1.282 0.00 0.00 0.00 0.4291
H 1.517 4.330 -0.840 0.00 -0.01 0.00 0.4493
N 0.087 -2.025 2.943 0.03 0.04 -0.02 -0.2653
C 0.417 -3.434 3.219 0.02 0.00 -0.01 -0.8110
C -0.096 -4.389 2.144 -0.09 0.01 0.07 0.1042
C 0.761 -4.489 0.889 0.09 -0.04 -0.07 -0.8273
N 0.519 -3.407 -0.083 -0.19 0.07 -0.02 -0.1389
H 0.690 -1.422 3.496 -0.02 -0.03 0.04 0.2337
H -0.869 -1.828 3.219 0.00 0.02 0.00 -0.1069
H 0.013 -3.744 4.190 0.00 0.02 0.01 0.4094
H 1.504 -3.504 3.277 -0.01 -0.02 -0.02 0.3367
H -1.125 -4.131 1.869 0.03 -0.02 0.00 -0.3235
H -0.145 -5.387 2.591 0.00 0.00 0.00 0.4601
H 0.576 -5.463 0.421 0.01 0.03 -0.01 0.4312
H 1.815 -4.448 1.168 -0.01 0.02 0.01 0.2813
H -0.267 -3.684 -0.671 0.05 -0.01 -0.07 -0.0037
H 1.347 -3.306 -0.664 -0.01 -0.06 -0.04 0.2496
S -3.971 -6.163 -2.171 -0.01 -0.02 -0.01 -0.2009
C -4.398 -4.709 -1.378 -0.01 0.01 0.03 -0.3676
C -3.280 -4.073 -0.950 0.03 0.01 0.00 -1.2180
N -2.099 -4.711 -1.241 0.07 -0.01 0.05 0.0438
C -2.319 -5.820 -1.876 -0.03 0.02 -0.01 -0.3332
H -5.418 -4.384 -1.268 -0.01 -0.01 -0.01 0.4701
H -3.266 -3.128 -0.425 -0.01 0.04 0.00 0.9718
H -1.536 -6.489 -2.203 -0.01 0.00 -0.02 0.4368
C 6.186 -3.071 0.526 0.01 0.01 -0.01 -1.1422
Si 5.195 -1.469 0.434 -0.03 -0.06 -0.02 0.3260
C 5.032 -0.998 -1.375 0.00 0.00 0.01 -0.5216
C 6.239 -0.142 1.257 0.00 0.03 0.02 -0.8311
Se 3.216 -1.790 1.415 -0.02 -0.05 0.05 -0.3775
H 7.169 -2.955 0.058 0.00 -0.01 0.00 0.3141
H 5.653 -3.879 0.021 0.01 0.00 -0.01 0.2393
H 6.332 -3.369 1.567 0.00 0.00 0.01 0.2755
H 6.011 -0.898 -1.853 0.01 -0.01 0.02 0.4703
H 4.510 -0.043 -1.463 0.01 -0.01 -0.01 -0.1707
H 4.456 -1.751 -1.918 0.01 0.00 -0.01 0.2435
H 7.233 -0.112 0.800 0.00 0.00 0.00 0.4139
H 6.356 -0.336 2.325 -0.01 0.01 0.01 0.2605
H 5.778 0.839 1.136 0.00 0.00 0.00 0.0799
```
Positions in Å, forces in eV/Å.

Calculated values
- Lowest unoccupied orbital energy: 1.93 eV
- Electronic energy: -5792.7317 Ha
- Net charge: -1
- Kohn-Sham gap: 0.1697 Ha
- ΔE to the lowest compared entry with this formula, charge and spin: 0.0 kcal per mole
- Multiplicity: 1

=====

Entry 4:
Here is a structure of composition C26H39F2O5Zr in a non-equilibrium geometry from the Open Molecules 2025 dataset. Energies are from ωB97M-V with the def2-TZVPD basis set.

Geometry as XYZ:
```
73
Properties=species:S:1:pos:R:3:forces:R:3:mulliken_charge:R:1
Zr -18.813 30.102 26.447 8.82 -4.29 1.03 2.2038
C -14.962 28.882 27.347 1.20 0.39 -0.06 -1.3367
C -15.986 28.245 26.428 1.33 -0.21 0.91 0.5218
O -17.032 29.174 26.270 -5.53 2.40 -0.15 -0.1340
H -14.263 28.145 27.750 -0.34 -0.22 0.10 0.3279
H -15.412 29.450 28.162 -0.17 -0.28 0.11 0.3475
H -14.274 29.565 26.841 -0.32 0.09 -0.28 0.4211
H -16.301 27.308 26.902 -0.69 0.19 -0.21 -0.0321
H -15.566 27.984 25.453 -0.17 0.14 -0.07 -0.1030
F -9.059 28.609 24.570 0.17 -0.04 -0.04 -0.2954
C -10.147 27.953 24.960 -0.93 -0.44 0.06 0.1829
C -10.127 27.196 26.123 0.48 0.50 0.04 -0.3569
C -11.299 26.614 26.589 0.69 0.25 -0.69 -0.7678
C -12.454 26.733 25.826 -0.71 -0.62 0.75 -0.1471
C -12.469 27.410 24.618 0.67 0.74 0.07 -0.4257
C -11.305 28.044 24.195 0.31 0.22 -0.05 -0.4762
H -9.184 27.132 26.652 -0.10 -0.11 0.11 0.4494
H -11.246 26.039 27.503 -0.28 -0.03 -0.01 0.4688
H -13.326 26.239 26.249 -0.19 0.04 -0.41 0.5771
H -13.331 27.587 23.986 -0.26 -0.47 0.22 0.3701
H -11.291 28.632 23.287 0.05 -0.05 -0.02 0.4317
F -15.631 24.783 25.726 -0.17 -0.35 0.13 -0.3186
C -16.670 24.604 24.879 0.11 0.32 -0.15 0.2364
C -17.894 25.138 25.230 -0.06 0.56 -0.30 -0.2801
C -18.882 25.192 24.247 -0.25 -0.30 0.06 -0.6315
C -18.674 24.633 22.994 0.17 0.16 0.04 -0.5604
C -17.439 24.060 22.683 -0.81 -0.63 0.48 -0.4801
C -16.453 23.999 23.656 0.51 0.37 -0.38 -0.4635
H -18.033 25.562 26.217 -0.03 -0.06 0.01 0.6029
H -19.866 25.606 24.446 0.05 -0.05 0.27 0.5265
H -19.504 24.615 22.300 0.16 -0.02 -0.18 0.4720
H -17.328 23.519 21.752 0.22 0.22 -0.10 0.4697
H -15.487 23.566 23.428 -0.01 -0.03 0.13 0.4596
C -19.833 28.500 22.233 -0.45 0.47 0.33 -1.1537
C -18.663 28.672 23.117 0.86 -0.04 -0.62 0.6750
O -18.687 29.286 24.208 -1.45 1.16 2.04 -0.5151
C -17.350 28.114 22.678 -0.03 0.32 -0.06 -0.6149
H -20.635 29.211 22.432 0.01 -0.10 0.30 0.3899
H -20.203 27.483 22.407 0.02 -0.06 -0.24 0.2700
H -19.561 28.628 21.187 0.19 -0.35 0.00 0.3880
H -16.535 28.755 23.013 -0.03 -0.01 0.12 0.3462
H -17.304 28.027 21.595 -0.05 -0.18 0.01 0.4607
H -17.213 27.122 23.126 -0.12 -0.08 -0.01 -0.1167
C -17.378 32.990 29.564 -0.86 -0.57 -0.48 -1.1482
C -16.946 32.247 28.351 0.14 0.77 0.11 0.7637
O -17.713 31.363 27.863 -1.74 -0.30 -1.67 -0.6008
C -15.661 32.577 27.730 0.42 -0.40 -0.62 -0.8636
H -17.189 34.052 29.408 0.40 -0.01 0.31 0.3867
H -16.883 32.581 30.449 0.35 0.30 -0.01 0.3353
H -18.450 32.851 29.705 0.02 0.00 0.07 0.3889
H -15.675 33.528 27.181 -0.37 0.23 0.40 0.4433
H -15.358 31.858 26.968 -0.02 -0.23 0.26 0.1812
H -14.889 32.683 28.501 0.04 -0.06 0.02 0.3404
C -13.297 29.488 30.995 0.27 0.07 0.01 -1.1170
C -12.572 30.311 29.958 -0.66 -0.09 0.44 0.8197
O -13.064 31.368 29.607 0.16 -0.09 -0.40 -0.5661
C -11.306 29.760 29.370 0.19 0.13 0.16 -0.8020
H -13.336 28.447 30.667 -0.08 -0.03 0.22 0.2960
H -14.279 29.917 31.182 -0.10 -0.13 -0.13 0.2214
H -12.755 29.539 31.943 0.13 -0.19 -0.09 0.4315
H -11.562 29.085 28.546 0.01 0.34 -0.27 0.0583
H -10.721 29.125 30.036 -0.20 0.18 0.34 0.3791
H -10.699 30.610 29.067 0.07 -0.22 -0.42 0.3278
C -17.946 27.283 29.987 0.59 -0.11 -0.30 -0.9468
C -18.978 28.116 29.343 -0.84 0.32 0.68 0.8023
O -18.686 28.861 28.378 -0.59 0.58 -1.70 -0.3746
C -20.362 28.094 29.896 0.00 -0.53 -0.76 -1.2046
H -17.020 27.287 29.414 0.02 0.05 0.05 0.1553
H -18.288 26.253 30.109 -0.17 0.05 -0.04 0.4228
H -17.736 27.632 31.003 -0.15 0.14 -0.01 0.3851
H -21.079 28.557 29.221 0.06 0.27 0.11 0.3337
H -20.405 28.543 30.889 0.08 -0.04 0.06 0.3472
H -20.652 27.042 29.976 -0.04 0.04 0.34 0.4143
```
Positions in Å, forces in eV/Å.

Calculated values
- Lowest unoccupied orbital energy: -12.55 eV
- Electronic energy: -1636.0535 Ha
- Net charge: +3
- Kohn-Sham gap: 0.0825 Ha
- Multiplicity: 1

=====

- What is the formula in the second record?
  C8H14BrOP